This record from the OMol25 dataset describes C25H25N3O7S in the gas phase at a distorted geometry. The level of theory is ωB97M-V/def2-TZVPD.

CARTESIAN COORDINATES (ANGSTROEM)
C: -7.181202 -0.298693 0.300516
C: -5.880101 0.435032 0.423001
C: -5.714784 1.440636 1.368813
C: -4.499863 2.088413 1.498223
C: -3.427285 1.762132 0.686224
C: -3.588973 0.766931 -0.270287
N: -2.549666 0.358925 -1.129304
C: -1.386217 0.988574 -1.359751
O: -1.068815 2.083212 -0.937646
C: -0.412806 0.202722 -2.262434
C: -0.784415 0.362184 -3.732526
O: 0.862255 0.797103 -2.014377
C: 1.868789 0.045250 -1.573933
O: 1.861766 -1.164488 -1.556617
C: 2.992687 0.874223 -1.078202
C: 4.291441 0.459933 -1.363766
C: 5.379354 1.136275 -0.850350
C: 5.174420 2.231046 -0.022668
C: 3.892561 2.646838 0.279846
C: 2.782594 1.989092 -0.247240
N: 1.524533 2.419575 0.178494
S: 1.114685 1.972350 1.735118
O: 2.136484 2.425279 2.627923
O: -0.239590 2.350572 1.974036
C: 1.242460 0.185920 1.597977
C: 2.499258 -0.379816 1.712473
C: 2.704467 -1.721265 1.432423
C: 4.084369 -2.289269 1.499619
C: 1.619774 -2.529170 1.051697
C: 1.875282 -3.953852 0.688740
C: 0.358021 -1.932422 0.964871
N: -0.802472 -2.671192 0.543306
O: -0.981357 -3.786909 0.973132
O: -1.552322 -2.109192 -0.233116
C: 0.164630 -0.574063 1.212866
C: -4.807089 0.105127 -0.389624
H: -8.013516 0.339608 0.586857
H: -7.180626 -1.167472 0.959502
H: -7.337336 -0.648634 -0.717171
H: -6.542091 1.709891 2.009101
H: -4.375790 2.858049 2.244477
H: -2.481514 2.263782 0.809344
H: -2.671332 -0.564087 -1.523796
H: -0.377177 -0.855429 -1.976841
H: -1.775884 -0.043828 -3.913018
H: -0.066003 -0.164429 -4.356628
H: -0.775075 1.416838 -3.996964
H: 4.424732 -0.405915 -1.995002
H: 6.380597 0.809990 -1.086137
H: 6.019149 2.761415 0.390235
H: 3.717459 3.478433 0.942192
H: 0.731289 2.302758 -0.453738
H: 3.315757 0.254644 2.020738
H: 4.793523 -1.525907 1.805260
H: 4.378644 -2.667789 0.522190
H: 4.131109 -3.116254 2.206412
H: 0.965589 -4.502872 0.473026
H: 2.389012 -4.460021 1.503879
H: 2.523762 -3.983410 -0.186226
H: -0.813504 -0.125570 1.129759
H: -4.913661 -0.680774 -1.124900

Cartesian forces (eV/Å) of the 3 atoms listed first:
C 0.04 -0.05 0.05
C 0.08 0.05 0.00
C -0.01 0.00 -0.01

As for the HOMO-LUMO gap: 8.08 eV. The value obtained for the relative energy (zero: lowest compared OMol25 entry of this formula, charge and spin) is 12.6 kJ/mol. As for the structure (SMILES): Cc1cccc(NC(=O)[C@@H](C)OC(=O)c2ccccc2NS(=O)(=O)c2cc(C)c(C)c([N+](=O)[O-])c2)c1. The value obtained for the total energy is -55967.583 eV. The HOMO energy comes out at -0.3166 Ha. The total charge is 0. The value obtained for the largest force on an atom is 0.0296 hartree/bohr.